Entry 1:
Computed, not measured: a structure of composition C48H35Cl5F3N5OSiSn, with wB97M-V/def2-TZVPD.

```
99
Properties=species:S:1:pos:R:3:lowdin_charge:R:1
Sn -0.8931 -0.4953 -0.1941 1.040
Cl -0.0443 5.4469 0.5612 0.693
Cl 0.6698 2.5363 1.2505 0.748
Cl -2.3889 6.0763 -1.3753 0.698
Cl -3.9553 3.7529 -2.7206 0.685
Cl -3.3226 0.8241 -1.9966 0.670
Si -0.0361 -0.8414 2.3389 0.616
F 6.3206 0.5166 -1.1433 0.146
F 6.1199 -1.5486 -1.7618 0.143
F 5.8049 0.0475 -3.1904 0.151
O -3.2834 0.4147 1.2248 -0.160
N 0.0710 -2.9006 -3.7767 0.072
N 2.1790 1.6975 -4.5993 0.186
N -3.4232 -1.9748 0.2407 0.056
N 0.1463 2.2048 -3.8265 0.190
N 1.4737 -0.1074 -0.8918 -0.037
C 4.5317 -1.9871 2.1304 -0.093
C -1.6608 -2.5007 4.0727 -0.092
C -1.7671 1.8826 4.9874 -0.082
C -0.2781 0.4390 3.7129 -0.310
C 0.7888 0.9776 4.4340 -0.107
C 2.1139 -1.2744 -0.8644 -0.163
C 0.5912 1.9615 5.3947 -0.081
C -1.3005 1.7452 -0.4337 -0.382
C -0.6857 2.4261 5.6676 -0.090
C 1.0102 1.2298 -4.2566 -0.292
C 0.8338 3.3982 -3.8810 -0.186
C -0.8827 -1.9707 -3.8330 -0.164
C -5.6442 -2.3703 0.9991 -0.016
C -1.5580 0.9038 4.0279 -0.126
C 3.5705 -2.9700 2.3120 -0.083
C 0.6584 -0.1925 -4.2161 -0.150
C -3.4918 -3.0843 -0.4874 -0.153
C -2.6802 3.4000 -1.6144 -0.722
C -2.5262 -4.6658 3.4778 -0.091
C 4.1415 -0.2667 -1.5568 -0.102
C 2.1036 3.0599 -4.3720 -0.235
C 1.8039 -1.2983 2.2989 -0.294
C 2.7943 -0.3263 2.1071 -0.142
C -1.0059 -2.3862 2.8444 -0.303
C -2.4181 -3.6228 4.3857 -0.086
C -1.9694 4.4453 -1.0299 -0.734
C 2.7313 5.3467 -4.2187 -0.092
C 1.4528 5.6689 -3.7337 -0.083
C 1.6591 -1.1533 -4.2495 -0.019
C 3.4786 0.9492 -1.6198 0.033
C -5.7072 -3.5311 0.2498 -0.060
C -4.3329 -0.3563 1.7772 -0.175
C -0.6140 2.8228 0.1207 -0.680
C 3.0709 4.0502 -4.5473 -0.019
C -0.6463 -0.6228 -4.0474 -0.043
C -1.8698 -4.5821 2.2575 -0.091
C -2.3432 2.0848 -1.2975 -0.731
C -4.6096 -3.8989 -0.5171 -0.056
C 5.6026 -0.3205 -1.9142 -0.582
C -4.4745 -1.6193 0.9633 -0.254
C 3.4534 -1.4050 -1.1816 0.016
C -1.1275 -3.4528 1.9480 -0.157
C 0.4802 4.7048 -3.5598 -0.014
C 2.1413 0.9815 -1.2727 -0.129
C 1.3144 -2.4745 -4.0286 -0.144
C 4.1379 -0.6587 2.0345 -0.088
C 2.2263 -2.6265 2.4026 -0.091
C -0.9251 4.1566 -0.1580 -0.711
H 3.4596 6.1374 -4.3414 0.099
H -1.9466 -5.3923 1.5425 0.104
H 4.8786 0.1186 1.8892 0.107
H 3.9814 1.8508 -1.9415 0.133
H -1.8974 -2.3118 -3.6586 0.103
H 1.2233 6.6989 -3.4940 0.103
H 2.6880 -0.8592 -4.4037 0.112
H -3.1144 -5.5416 3.7208 0.100
H 3.8657 -4.0089 2.3955 0.102
H 3.9394 -2.3673 -1.1249 0.129
H -0.7665 2.0580 -3.4270 0.129
H -2.7727 2.2180 5.2116 0.102
H -0.8403 3.1958 6.4128 0.100
H -0.6449 -3.3960 0.9760 0.078
H -4.1147 -0.6349 2.8167 0.121
H -1.5774 -1.7025 4.8011 0.095
H -1.4796 0.0659 -4.0590 0.081
H 2.0850 -3.2385 -4.0280 0.107
H 5.5797 -2.2510 2.0659 0.103
H -6.6038 -4.1372 0.2545 0.108
H -4.6199 -4.7936 -1.1240 0.104
H 1.5816 1.9078 -1.3087 0.094
H 4.0504 3.7960 -4.9300 0.111
H -3.1321 1.1995 1.7626 0.088
H -2.9184 -3.6844 5.3443 0.100
H 1.7959 0.6245 4.2512 0.089
H -6.4853 -2.0437 1.5974 0.116
H 2.5143 0.7146 2.0020 0.061
H -2.6037 -3.3224 -1.0668 0.099
H 1.4400 2.3633 5.9340 0.103
H -0.5078 4.9585 -3.2007 0.079
H 1.5251 -2.1394 -0.5819 0.100
H -2.4119 0.4641 3.5301 0.068
H 1.4962 -3.4109 2.5627 0.092
H -5.2768 0.1974 1.7645 0.130
```

Spin multiplicity ... 1
Relative energy (zero: lowest compared OMol25 entry of this formula, charge and spin) ... 0.0 kJ/mol
Orbital gap ... 0.247 Ha
LUMO level ... 0.0 eV
HOMO ... -6.72 eV
Charge ... 0

***

Entry 2:
Computed, not measured: a structure of composition C48H35Cl5I2NP2SSiTc, with wB97M-V/def2-TZVPD.

```
96
Properties=species:S:1:pos:R:3:lowdin_charge:R:1
I -1.8386 3.5619 0.8090 0.986
I -3.1289 6.0208 0.1650 0.168
Tc -0.8317 0.7636 0.3514 0.636
Cl -4.4150 3.5179 -5.2295 0.733
Cl -4.1233 0.1840 -5.0143 0.787
Cl -1.2567 3.5342 -5.6686 0.716
Cl 0.3526 4.1835 -1.6466 0.781
Cl -4.5958 -0.2255 -1.6970 0.754
S -2.9329 0.7629 1.5614 0.588
P 0.2621 -0.5313 2.2247 1.028
P 0.4147 0.1837 -1.7263 1.058
Si 1.3506 2.0526 0.7570 0.530
N -1.8871 -1.1660 0.2911 -0.137
C 2.7121 -4.3313 1.1611 -0.074
C 0.7431 -2.7477 -4.5724 -0.057
C 3.9223 1.7200 -3.1760 -0.057
C 1.4637 3.8304 1.3714 -0.286
C -1.5111 -0.0677 4.2893 -0.144
C 1.7039 -3.6350 -2.5594 -0.056
C -0.7450 -1.0541 3.6635 -0.354
C 2.2632 1.3114 2.2418 -0.317
C -0.8486 2.2502 -3.2530 -0.219
C 1.1974 -2.0393 1.7239 -0.328
C 4.3754 2.4624 -2.0918 -0.053
C -2.7025 -3.3734 -0.0571 -0.046
C 1.3364 -4.4246 1.3174 -0.065
C -0.9334 0.8219 -2.8017 -0.296
C -3.7983 -3.0986 0.7638 -0.037
C 3.6186 2.5382 -0.9318 -0.086
C -1.8995 3.0577 -4.1073 -0.658
C -1.3264 -2.5735 5.4555 -0.065
C -1.8227 2.4440 -0.9660 -0.700
C -3.9357 -1.8476 1.3295 -0.076
C 1.3914 -3.7763 -3.9036 -0.061
C -3.3798 0.8791 -2.4378 -0.711
C 0.4089 -1.5792 -3.9025 -0.084
C 2.5794 -1.9525 1.5217 -0.080
C 4.0204 1.4225 3.9118 -0.055
C -2.0569 0.1713 -2.4993 -0.151
C 0.5869 -3.2888 1.5993 -0.132
C 2.3949 1.8693 -0.8168 -0.324
C -2.1215 -1.5994 6.0406 -0.067
C 1.9561 1.1189 -1.9177 -0.380
C 2.1510 -0.0499 4.2542 -0.061
C -3.4497 3.3791 -2.6266 -0.177
C -3.4409 2.6969 -4.0130 -0.765
C -2.9604 -0.8922 1.0572 -0.750
C -1.0760 3.2326 -2.0606 -0.773
C 2.7179 1.0408 -3.0867 -0.068
C 1.6289 0.3523 3.0240 -0.398
C 3.3427 0.4943 4.6999 -0.055
C -2.0827 4.0312 -2.9054 -0.205
C 1.3759 -2.4641 -1.8875 -0.092
C -3.8040 1.2965 -3.7951 -0.676
C -2.2007 -0.3393 5.4624 -0.061
C 3.4803 1.8348 2.7046 -0.083
C -0.6361 -2.3031 4.2787 -0.086
C 0.7315 -1.4232 -2.5514 -0.344
C -3.2322 2.2268 -1.5935 -0.249
C -1.7659 -2.3913 -0.2635 -0.155
C 3.3297 -3.0910 1.2525 -0.060
H -1.2270 -3.5482 5.9223 0.111
H 1.0933 3.8659 2.4035 0.041
H 0.9384 4.5806 0.7827 -0.050
H 3.3023 -5.2231 0.9738 0.113
H -4.0022 2.2156 -0.8316 0.100
H -0.1074 -0.7921 -4.4367 0.105
H -1.5484 0.9280 3.8755 0.063
H 4.0126 2.5819 2.1199 0.095
H 0.1231 2.4371 -3.6963 0.115
H 5.3230 2.9876 -2.1535 0.114
H 3.9858 3.1444 -0.1059 0.094
H 0.0032 -3.0678 3.8666 0.091
H -1.9896 5.1085 -2.9833 0.141
H 4.9622 1.8382 4.2529 0.112
H 3.7498 0.1922 5.6574 0.112
H 4.4019 -3.0036 1.1132 0.115
H 3.0865 -0.9993 1.5991 0.104
H 1.6509 -4.6875 -4.4319 0.113
H -0.4798 -3.3883 1.7442 0.094
H 2.2040 -4.4350 -2.0278 0.106
H 2.3713 0.4481 -3.9278 0.110
H -4.5441 -3.8632 0.9495 0.121
H 1.6367 -0.7879 4.8601 0.112
H 0.8429 -5.3880 1.2420 0.114
H -2.6601 -1.8141 6.9566 0.111
H -0.8967 -2.5637 -0.8836 0.094
H -2.5782 -4.3403 -0.5307 0.119
H 2.5266 4.1086 1.3992 0.033
H 4.5105 1.6631 -4.0843 0.113
H 1.6274 -2.3564 -0.8461 0.073
H -4.2918 4.0273 -2.4099 0.137
H -4.7780 -1.5830 1.9553 0.120
H -2.7943 0.4398 5.9284 0.113
H -2.0181 -0.8535 -2.1560 0.082
H 0.4916 -2.8534 -5.6211 0.114
```

Spin multiplicity ... 4
Relative energy (zero: lowest compared OMol25 entry of this formula, charge and spin) ... 9.2 kJ/mol
Orbital gap (spin up / spin down) ... 0.227 / 0.210 Ha
LUMO level (spin up / spin down) ... -4.0 / -4.8 eV
HOMO (spin up / spin down) ... -10.22 / -10.55 eV
Charge ... +1
Expectation value of S² ... 3.810

***

Entry 3:
Computed, not measured: a cluster of 4 separate species, C48H36BBr2N2O10P2 in total in a non-equilibrium geometry, with wB97M-V/def2-TZVPD.

```
101
Properties=species:S:1:pos:R:3:lowdin_charge:R:1
Br -2.9517 0.0972 -1.4026 0.770
Br -6.5730 2.7012 -2.9306 0.705
P -9.2290 0.1652 -2.2975 0.297
P -8.1696 1.0320 -0.6246 0.833
O 0.4931 -4.3007 -7.7030 0.095
O -8.4328 -0.0849 -3.5282 -0.383
O 9.5244 5.0125 1.4004 0.102
O 0.1807 2.2381 3.0712 0.099
O -0.6869 -2.2048 5.9053 0.093
O -10.0467 -1.2316 -1.8692 -0.233
O -0.7290 -2.5942 -2.7945 0.101
O -10.4335 1.2628 -2.6999 -0.239
O -5.6613 1.2473 0.6407 -0.037
O 6.6861 1.4641 4.2017 0.102
N -6.8964 3.1271 1.5573 0.146
N -5.9948 -0.8555 -0.5222 -0.028
C 10.9345 2.9499 2.6513 -0.003
C 7.3930 4.2661 2.0525 -0.085
C 0.7427 -0.3915 5.4668 -0.083
C 1.2974 -4.5048 -3.0153 0.001
C 0.9778 0.7575 4.7127 -0.081
C 0.9230 -4.4539 -5.3970 -0.084
C -2.0707 -1.3943 -4.9353 0.007
C -1.3708 -2.2277 -7.4982 -0.006
C 0.6172 -3.9935 -4.1160 -0.080
C 5.3567 5.3430 1.3592 -0.052
C -1.1056 -2.3829 -5.1044 -0.076
C -6.4955 2.1257 1.1814 -0.476
C -5.4965 1.3955 -1.8923 -0.516
C 5.2608 3.3911 2.7647 0.006
C -1.5221 -0.6827 4.3193 -0.092
C -5.4046 -3.0253 -1.5279 -0.094
C 1.6833 -0.8096 6.4033 -0.004
C 3.0987 1.0455 5.8105 -0.060
C 2.1613 1.4684 4.8805 -0.007
C 1.8897 -5.4404 -5.5681 -0.006
C -2.3193 -1.2313 -7.3252 -0.055
C -2.7077 -1.3901 4.1519 -0.003
C -0.0336 1.2426 3.7370 -0.278
C -0.7652 -2.8113 -6.3900 -0.088
C -2.6758 -0.8213 -6.0435 -0.043
C -3.4809 0.2704 2.5841 -0.033
C 8.8121 2.1642 3.4857 -0.082
C -0.5045 -1.1779 5.2780 -0.281
C 0.2354 -3.8895 -6.5870 -0.280
C -0.4332 -2.9611 -3.9130 -0.275
C 7.3300 2.2556 3.5416 -0.277
C 2.5608 -5.9507 -4.4679 -0.065
C 9.5514 3.0760 2.7310 -0.083
C -4.2148 1.2865 -2.3058 -0.699
C 10.8421 1.0317 4.1028 -0.060
C 2.2696 -5.4774 -3.1914 -0.062
C -3.6827 -0.9146 3.2871 -0.037
C -6.2262 -1.6621 -1.7146 -0.296
C 2.8560 -0.0903 6.5777 -0.061
C 6.7419 5.2795 1.3560 -0.001
C -1.3070 0.4951 3.5973 -0.085
C 6.6506 3.3257 2.7695 -0.082
C -3.6547 2.0875 -3.5234 -0.194
C -2.2915 0.9704 2.7362 0.016
C 11.5775 1.9267 3.3308 -0.061
C 8.8748 4.1872 2.0130 -0.279
C 9.4630 1.1491 4.1799 -0.001
C 4.6154 4.3942 2.0578 -0.045
B -6.2405 0.6191 -0.6432 -1.084
H -4.6079 -1.4654 3.1622 0.112
H -2.3490 -1.0669 -3.9407 0.063
H -8.6649 0.3189 0.5202 -0.050
H -5.8700 -1.2334 -2.6781 0.104
H 1.4999 -1.6947 7.0001 0.118
H -2.1345 1.8894 2.1852 0.125
H 11.3469 0.2379 4.6405 0.106
H -2.7846 -0.7733 -8.1900 0.107
H -2.6874 1.6234 -3.8413 0.049
H 2.8016 -5.8704 -2.3330 0.105
H -10.1143 -1.7262 -2.7052 0.059
H -10.4510 1.8867 -1.9483 0.030
H 3.3159 -6.7160 -4.6035 0.104
H -5.9192 -3.8358 -2.0876 0.061
H -5.1586 -1.1052 -0.0042 0.057
H -1.1000 -2.5475 -8.4969 0.118
H 12.6541 1.8261 3.2615 0.106
H -4.3372 1.9687 -4.4012 0.045
H 11.5103 3.6476 2.0557 0.120
H 4.8514 6.1305 0.8130 0.109
H 8.8936 0.4477 4.7771 0.120
H 3.5327 4.4394 2.0515 0.113
H -5.3362 -3.2367 -0.4369 0.066
H 4.6784 2.6570 3.3085 0.107
H -4.3880 -2.8128 -1.9460 0.048
H -2.8734 -2.3098 4.6994 0.117
H 1.0716 -4.1417 -2.0201 0.122
H -3.5585 3.1631 -3.2694 0.072
H 7.3147 6.0168 0.8073 0.120
H -7.2975 -1.9884 -1.7447 0.092
H -4.2359 0.6486 1.9128 0.079
H 2.3518 2.3557 4.2890 0.108
H 4.0191 1.6028 5.9419 0.102
H 3.5848 -0.4150 7.3109 0.104
H 2.1219 -5.8074 -6.5603 0.118
H -3.4240 -0.0489 -5.9097 0.104
```

Spin multiplicity ... 1
Relative energy (zero: lowest compared OMol25 entry of this formula, charge and spin) ... 0.0 kJ/mol
Orbital gap ... 0.184 Ha
LUMO level ... 0.0 eV
HOMO ... -5.05 eV
Charge ... -1